[1]
Computed, not measured: the molecule C6H10, with ωB97M-V/def2-TZVPD.

Summary:
Total charge = 0
Energy = -234.55076 Eh
Energy relative to the best compared isomer or geometry (same formula, charge and spin) = 32.5 kcal/mol
HOMO level = -9.34 eV
Gap between HOMO and LUMO = 10.4 eV
Lowest unoccupied orbital energy = 1.1 eV
Multiplicity = 1

```
16
Properties=species:S:1:pos:R:3:forces:R:3
C -1.26217 -1.88802 -1.05013 0.0 -0.1 0.0
C -0.75582 -0.67442 -1.83680 0.0 0.0 -0.1
C 0.29471 0.02451 -1.09690 0.2 0.3 0.5
C 0.95556 0.63852 -0.29715 -0.3 -0.2 -0.3
C 1.43178 1.44720 0.82775 0.0 0.1 0.1
C 0.59314 1.09962 2.06345 -0.1 0.0 0.2
H -0.53975 -2.70459 -1.09454 0.0 0.0 0.0
H -1.40075 -1.62275 0.00343 0.0 0.0 -0.2
H -2.21059 -2.25603 -1.45135 0.1 0.1 0.0
H -0.43461 -0.95236 -2.84408 0.0 0.0 0.1
H -1.56952 0.04670 -1.95579 0.0 -0.1 -0.1
H 1.27704 2.50292 0.57540 0.1 -0.1 0.0
H 2.49735 1.31344 1.04534 -0.1 0.0 -0.2
H 0.73998 0.05692 2.35962 0.0 0.1 -0.1
H 0.85283 1.73673 2.91269 0.0 0.0 -0.1
H -0.46918 1.23160 1.83908 0.1 0.0 0.1
```
Positions in Å, forces in eV/Å.

---

[2]
Computed, not measured: a cluster of 10 separate species, H20O10 in total in a non-equilibrium geometry, with ωB97M-V/def2-TZVPD.

Summary:
Total charge = -1
Energy = -764.37893 Eh
Energy relative to the best compared isomer or geometry (same formula, charge and spin) = 13.4 kcal/mol
HOMO level (alpha / beta) = 0.21 / -7.61 eV
Gap between HOMO and LUMO (alpha / beta) = 2.6 / 10.4 eV
⟨S²⟩ = 0.750
Lowest unoccupied orbital energy (alpha / beta) = 2.8 / 2.8 eV
Multiplicity = 2

```
30
Properties=species:S:1:pos:R:3:forces:R:3
O -0.86148 -0.24053 -2.95326 0.0 0.2 0.7
H -1.22297 0.42560 -3.53792 -0.2 0.5 -0.3
H -0.35536 -0.81499 -3.52780 0.8 -0.2 -0.7
O -1.22711 -2.67785 -2.05625 0.2 -1.0 0.3
H -1.19336 -1.78178 -2.39115 -0.4 0.4 0.1
H -2.08808 -3.00102 -2.32177 -0.2 -0.1 0.0
O 2.01118 -2.18156 1.10534 0.1 -0.2 0.8
H 1.76244 -3.08050 0.89030 -0.1 -0.2 -0.2
H 2.01991 -1.72695 0.26303 0.1 0.3 -1.0
O 2.15404 1.34853 0.31867 -0.3 -0.3 -0.1
H 2.76558 1.99606 -0.03200 0.1 0.3 -0.3
H 2.35785 1.30730 1.25302 0.0 -0.1 0.4
O -2.63818 -0.68812 1.37494 -1.0 -0.3 0.4
H -2.67336 -0.42202 2.29374 0.0 0.0 0.2
H -1.80280 -0.34514 1.05756 0.6 0.1 -0.5
O -1.01521 2.53473 1.96955 -0.1 0.3 0.2
H -1.06866 2.59822 2.92315 0.0 0.0 0.2
H -0.71015 1.64247 1.80516 0.1 -0.5 -0.2
O -1.52189 3.69345 -0.55809 0.0 0.3 -0.7
H -2.00092 4.41940 -0.15839 -0.1 0.1 0.1
H -1.52296 3.00828 0.11032 0.1 -0.2 0.3
O 2.45567 -1.44569 -1.64923 0.0 -0.8 0.5
H 3.32671 -1.07172 -1.51635 0.4 0.3 0.0
H 1.97452 -0.76969 -2.12646 -0.4 0.5 -0.4
O 0.39317 -0.89548 2.93552 -0.6 0.7 0.7
H 1.11873 -1.23875 3.45701 0.2 -0.1 -0.1
H 0.54636 -1.23943 2.05549 0.3 -0.3 -0.5
O -0.56290 0.16975 -0.01947 0.0 0.1 0.5
H 0.26446 0.64944 -0.05948 0.7 0.3 -0.1
H -0.68525 -0.17199 -0.90518 -0.2 -0.1 -0.6
```
Positions in Å, forces in eV/Å.

---

[3]
Computed, not measured: a cluster of 2 separate species, C5H5BrOS in total in a non-equilibrium geometry, with ωB97M-V/def2-TZVPD.

Summary:
Total charge = 0
Energy = -3240.77147 Eh
Energy relative to the best compared isomer or geometry (same formula, charge and spin) = 115.1 kcal/mol
HOMO level (alpha / beta) = -8.97 / -8.85 eV
Gap between HOMO and LUMO (alpha / beta) = 7.6 / 7.2 eV
Lowest unoccupied orbital energy (alpha / beta) = -1.4 / -1.6 eV
Multiplicity = 1

```
13
Properties=species:S:1:pos:R:3:forces:R:3
C 1.84445 1.33724 0.20063 0.5 0.5 2.9
C 0.96420 2.29075 -0.22151 1.3 1.4 -0.2
C 1.22054 0.11092 -0.03479 0.0 -2.1 -1.5
C 0.18893 0.41225 -0.83785 -2.2 -1.5 -0.8
C -1.91170 -1.84256 0.31323 1.6 0.0 -0.9
O -0.00673 1.71860 -0.99308 -0.1 -0.4 0.8
S -2.00193 -1.29934 -1.39686 1.0 1.1 -0.2
Br 1.91135 -1.62081 0.38026 -0.4 0.9 -0.2
H 2.63673 1.25566 0.98389 -0.5 1.2 -1.1
H 0.90922 3.38684 -0.10213 0.2 -1.0 -0.3
H -2.78097 -2.46314 0.50593 0.2 -0.6 -0.1
H -2.11550 -0.92544 0.87603 0.8 -0.4 0.5
H -0.85858 -2.36098 0.32624 -2.4 1.0 1.1
```
Positions in Å, forces in eV/Å.

---

[4]
Computed, not measured: a cluster of 2 separate species, C9H14O in total in a non-equilibrium geometry, with ωB97M-V/def2-TZVPD.

Summary:
Total charge = -1
Energy = -426.44841 Eh
Energy relative to the best compared isomer or geometry (same formula, charge and spin) = 47.6 kcal/mol
HOMO level (alpha / beta) = 0.84 / -3.82 eV
Gap between HOMO and LUMO (alpha / beta) = 2.5 / 7.1 eV
⟨S²⟩ = 0.761
Lowest unoccupied orbital energy (alpha / beta) = 3.3 / 3.2 eV
Multiplicity = 2

```
24
Properties=species:S:1:pos:R:3:forces:R:3
C 0.61342 -2.38470 -0.37454 -2.3 1.7 -0.6
C 2.17809 -1.26440 1.34146 -3.4 -0.4 -3.2
C 1.32470 -1.11524 0.15346 1.1 -0.3 1.4
C 2.83134 -0.12397 1.78435 2.0 2.5 2.8
C 1.21169 0.15673 -0.46635 0.3 -1.8 0.8
C 2.61538 1.21324 1.35020 -0.2 -1.8 -1.6
C 1.75998 1.27612 0.24798 -0.5 3.9 -1.5
H 1.96455 -2.19711 1.85823 0.7 0.1 0.5
H 3.40111 -0.14976 2.72762 0.1 -0.4 -0.4
H 0.58751 -2.17451 -1.46465 -0.3 -0.6 0.3
H -0.52816 -2.51949 -0.02385 2.4 0.6 -0.6
H 0.81589 0.32886 -1.47642 -0.1 -0.3 0.4
H 3.25042 2.08386 1.66624 -1.0 -1.0 0.1
H 1.50107 2.31178 -0.28736 0.8 -2.0 1.4
H 1.08033 -3.34171 -0.22862 0.6 -0.2 0.4
C -3.11097 0.51550 -1.07085 0.6 -1.6 -0.3
C -2.23361 1.09088 0.06224 -2.3 -1.8 -0.4
O -3.17484 1.01660 -2.38885 0.2 2.2 -0.7
H -2.84160 -0.50738 -1.39893 0.1 -0.1 1.5
H -4.08569 0.47126 -0.59511 -0.7 0.1 -0.5
H -2.68598 0.40121 0.85002 1.3 1.0 -0.3
H -2.70195 1.86197 -2.48262 -0.3 -0.4 0.3
H -2.59143 2.08186 0.28200 0.2 0.6 0.2
H -1.18124 0.96843 -0.06562 0.7 0.1 0.1
```
Positions in Å, forces in eV/Å.

---

[5]
Computed, not measured: the molecule C10H17N in a non-equilibrium geometry, with ωB97M-V/def2-TZVPD.

Summary:
Total charge = 0
Energy = -445.91028 Eh
Energy relative to the best compared isomer or geometry (same formula, charge and spin) = 73.4 kcal/mol
HOMO level = -8.95 eV
Gap between HOMO and LUMO = 10.0 eV
Lowest unoccupied orbital energy = 1.0 eV
Multiplicity = 1

```
28
Properties=species:S:1:pos:R:3:forces:R:3
C 1.98065 -0.42221 -0.59962 1.4 2.1 3.0
C 1.73337 1.20569 -0.65894 0.7 -1.7 2.7
C 0.38880 1.42977 0.21030 2.6 -1.8 -2.0
C 0.58598 0.27403 1.20804 1.7 1.5 4.0
C 0.84480 -0.91835 0.31030 -1.2 1.0 -1.0
C -0.43121 -0.70631 -0.50988 -1.7 -1.2 -3.8
C -1.74957 -1.40426 -0.07407 0.0 -2.5 1.7
C -2.89097 -0.34945 -0.12975 1.0 0.4 -1.9
C -2.24682 1.01630 0.15756 2.2 0.0 -0.8
C -0.71274 0.84187 -0.58686 -3.3 -1.4 2.7
H 3.36887 -0.30034 1.00904 -0.4 0.4 1.5
H 3.72467 -1.43632 -0.06589 0.2 -0.5 0.0
H 2.08389 -0.92422 -1.52289 -0.3 -0.4 -1.1
H 1.75064 1.52790 -1.70462 0.2 0.6 0.5
H 2.62720 1.45300 0.08412 -1.7 0.6 -2.4
H 0.18285 2.44101 0.48315 0.3 0.5 0.8
H 1.33412 0.45635 2.10421 -0.8 -0.2 -2.0
H -0.32612 0.22674 1.76619 -0.7 -0.7 0.3
H 0.91003 -1.93725 0.74040 0.2 0.7 -0.1
H -0.34012 -1.08688 -1.57883 0.6 0.5 1.0
H -1.50654 -1.77716 0.97212 -0.8 0.8 -0.5
H -2.05002 -2.51444 -0.51503 0.9 3.1 0.3
H -3.62491 -0.55170 0.62805 -0.9 -0.3 -0.3
H -3.24359 -0.28403 -1.23849 0.0 -0.4 2.1
H -2.09953 1.14480 1.24894 0.0 0.1 -0.6
H -2.79570 1.92296 -0.23111 0.5 -1.1 0.3
H -0.84429 1.18910 -1.55933 0.1 0.6 -1.7
N 3.34624 -0.51658 0.05293 -0.7 -0.6 -2.4
```
Positions in Å, forces in eV/Å.

---

[6]
Computed, not measured: a structure of composition C4H4ClFOS in a non-equilibrium geometry, with ωB97M-V/def2-TZVPD.

Summary:
Total charge = 0
Energy = -1188.15693 Eh
Energy relative to the best compared isomer or geometry (same formula, charge and spin) = 94.3 kcal/mol
HOMO level = -8.19 eV
Gap between HOMO and LUMO = 7.3 eV
Lowest unoccupied orbital energy = -0.9 eV
Multiplicity = 1

```
12
Properties=species:S:1:pos:R:3:forces:R:3
C 2.00865 -0.43514 -0.09941 3.8 -2.7 -4.8
C -0.03868 0.47840 -0.06219 3.5 2.6 -0.2
C -1.43187 0.44631 -0.14786 -3.0 -0.8 1.7
C -2.20960 -0.67828 0.20470 2.8 2.7 -0.8
H 2.42270 0.45394 -0.72220 -0.8 -2.0 0.5
H 2.19811 -0.09650 0.84002 0.2 0.4 2.9
H 2.84081 -1.46318 -0.34720 -3.4 2.7 0.6
H -1.80769 -1.65750 0.67010 -0.9 1.7 -1.2
O 0.59960 -0.61862 -0.36965 1.7 -1.5 0.6
F -3.48946 -0.48185 0.04047 -1.0 -0.9 0.6
S 0.88621 1.87818 0.19962 -1.5 -0.2 0.5
Cl -1.97880 2.17424 -0.20642 -1.4 -2.1 -0.4
```
Positions in Å, forces in eV/Å.

---

[7]
Computed, not measured: a structure of composition C34H34Br2CaN13O in a non-equilibrium geometry, with ωB97M-V/def2-TZVPD.

Summary:
Total charge = +1
Energy = -7928.75924 Eh
Energy relative to the best compared isomer or geometry (same formula, charge and spin) = 0.0 kcal/mol
HOMO level = -9.51 eV
Gap between HOMO and LUMO = 6.8 eV
Lowest unoccupied orbital energy = -2.8 eV
Multiplicity = 1

```
85
Properties=species:S:1:pos:R:3:forces:R:3
Ca -0.64049 -0.00570 0.35892 -0.2 -0.7 -0.3
C -0.06014 -3.28041 0.32488 0.1 0.5 0.1
N 0.04420 -2.28762 1.41862 -0.4 -0.3 -0.2
C -0.91902 -2.49919 2.51348 0.0 0.3 -0.4
C -2.26633 -1.96381 2.09086 -0.1 0.1 -0.2
N -2.46133 -1.32820 0.95419 -1.3 -0.5 0.3
C -3.84269 -1.03563 0.93996 0.5 0.0 -0.2
C -4.61946 -0.40040 -0.02922 0.0 0.0 0.0
C -5.95733 -0.20297 0.25286 0.0 0.0 0.0
C -6.52051 -0.62674 1.47095 0.0 0.0 0.0
C -5.76761 -1.27873 2.42641 0.0 -0.1 0.1
C -4.42382 -1.48458 2.12093 0.2 -0.1 0.2
N -3.39482 -2.10343 2.81690 -0.1 -0.1 -0.2
C 0.19057 -2.64400 -1.01751 -0.1 0.0 0.0
N -0.45338 -1.59120 -1.45467 0.6 -0.4 -0.9
C 0.02762 -1.39214 -2.76540 -0.3 0.1 0.4
C -0.35060 -0.45233 -3.72166 0.0 0.1 0.0
C 0.26643 -0.50427 -4.95538 0.1 0.0 0.0
C 1.24281 -1.47387 -5.24800 0.0 0.0 0.0
C 1.61613 -2.42494 -4.31441 0.0 0.0 0.0
C 0.98014 -2.35864 -3.07527 0.1 -0.2 0.2
N 1.07770 -3.13805 -1.92482 -0.1 0.0 -0.1
H -1.07820 -3.65966 0.31129 -0.1 0.0 0.0
H 0.60197 -4.13214 0.46713 0.2 -0.1 0.1
H 0.98734 -2.25320 1.77132 0.1 0.0 0.1
H -0.57281 -1.96620 3.39508 0.0 0.1 0.1
H -1.01781 -3.54368 2.80147 0.0 -0.3 0.0
H -4.18288 -0.08126 -0.96854 0.0 0.0 0.0
H -6.59048 0.28639 -0.47672 0.0 0.0 0.0
H -7.57302 -0.44213 1.66070 0.1 0.0 0.0
H -6.20319 -1.61991 3.36053 0.1 0.1 -0.1
H -3.40847 -2.32861 3.80145 0.0 0.0 0.2
H -1.10457 0.29493 -3.49847 0.1 -0.1 0.0
H -0.00641 0.21527 -5.71887 0.0 -0.1 0.1
H 1.70365 -1.48326 -6.23078 -0.1 0.0 0.1
H 2.34389 -3.19726 -4.55317 -0.1 0.1 0.1
H 1.58610 -3.99688 -1.82618 0.0 -0.1 0.0
Br 2.19465 2.37535 -3.29572 0.0 -0.1 0.1
C 0.48828 2.87101 -2.62259 0.0 0.0 0.0
C -0.16076 3.96104 -3.23768 0.3 -0.2 0.0
C -1.35589 4.40018 -2.77168 -0.2 0.1 0.0
Br -2.18327 5.87028 -3.62344 0.0 0.1 0.0
C -1.96521 3.77517 -1.65736 -0.1 -0.1 0.2
C -3.17951 4.20279 -1.06829 0.1 0.1 -0.1
C -3.67796 3.56183 0.02526 -0.1 0.0 0.1
C -2.98859 2.45239 0.53548 0.2 -0.2 -0.1
N -1.87018 2.00227 0.00910 -0.1 0.7 -0.6
C -1.32333 2.66379 -1.07044 -0.1 -0.2 0.3
C -0.03922 2.17066 -1.54663 0.1 -0.3 0.2
O 0.52674 1.14375 -0.96817 0.3 1.5 -1.2
H 0.30580 4.45589 -4.07912 0.0 -0.1 0.0
H -3.69627 5.05406 -1.49089 0.0 0.0 0.0
H -4.59695 3.88626 0.49734 0.1 0.0 0.0
H -3.37632 1.91710 1.39774 0.0 0.0 -0.1
N -0.20061 0.70280 2.39469 -0.3 0.3 2.0
C -0.79476 0.62558 3.40847 0.0 -0.4 0.1
N -1.38727 0.59445 4.55518 -0.1 0.0 0.1
C -2.11017 -0.41642 5.01415 0.2 0.0 -0.5
N -2.75497 -1.30155 5.41523 0.5 0.6 0.0
N 2.14089 2.65326 3.83240 0.0 0.0 -0.2
C 1.92634 3.35371 2.66346 0.0 -0.1 0.2
C 2.36074 2.53403 1.66960 0.2 -0.3 0.0
N 2.85265 1.34923 2.20771 -0.1 0.4 0.1
C 2.69814 1.46115 3.50966 -0.1 0.3 -0.3
H 1.89646 2.95880 4.75693 0.0 0.0 0.1
H 1.48573 4.34085 2.64850 0.1 -0.2 0.0
H 2.33231 2.70808 0.59866 0.0 -0.1 0.3
H 2.96203 0.71823 4.25331 -0.1 0.2 -0.1
N 5.48466 -1.11253 -1.02867 -0.5 -0.1 0.1
C 5.20864 -2.04037 0.13325 -0.1 0.1 -0.2
C 4.29274 -1.32441 1.09649 -0.1 0.2 0.0
N 3.04878 -0.97772 0.42178 0.1 -0.2 -0.3
C 3.31573 -0.05221 -0.68734 0.1 0.0 0.3
C 4.18945 -0.71179 -1.71743 0.1 -0.1 0.1
H 6.14344 -1.52255 -1.67733 0.2 -0.2 -0.2
H 5.90922 -0.26404 -0.66345 0.1 0.2 0.1
H 6.15444 -2.32485 0.57953 0.1 0.0 0.0
H 4.71792 -2.91560 -0.28333 0.0 -0.1 -0.1
H 4.79581 -0.42905 1.49329 0.0 0.0 0.0
H 4.10864 -1.99256 1.93650 -0.1 0.0 0.0
H 2.48892 -0.46254 1.09327 0.0 0.2 0.1
H 3.81902 0.86519 -0.32797 -0.1 -0.1 0.0
H 2.38814 0.26477 -1.16163 -0.1 0.0 0.1
H 4.43379 -0.03942 -2.53630 0.0 0.0 0.0
H 3.73799 -1.62188 -2.11039 0.0 0.0 0.0
```
Positions in Å, forces in eV/Å.

---

[8]
Computed, not measured: a structure of composition C10H12AsIrNO5S in a non-equilibrium geometry, with ωB97M-V/def2-TZVPD.

Summary:
Total charge = +2
Energy = -3556.62631 Eh
HOMO level (alpha / beta) = -13.42 / -15.71 eV
Gap between HOMO and LUMO (alpha / beta) = 5.6 / 4.3 eV
⟨S²⟩ = 8.795
Lowest unoccupied orbital energy (alpha / beta) = -7.8 / -11.4 eV
Multiplicity = 6

```
31
Properties=species:S:1:pos:R:3:forces:R:3
Ir 10.06864 8.28468 5.25535 -0.7 -1.5 -0.2
O 12.63887 13.62798 5.45999 0.4 -0.1 -0.2
C 12.15267 12.37319 5.40272 -1.2 2.3 1.8
C 12.89947 11.25294 5.80519 1.8 -1.3 -0.9
C 12.36634 10.03765 5.51047 -2.3 0.3 0.4
N 10.96311 9.95266 5.30765 2.0 1.7 -0.6
C 10.13372 11.08774 5.22369 -0.1 -0.3 0.0
C 10.71720 12.32463 5.28318 2.7 0.5 -0.5
C 8.72923 10.75391 5.05760 3.8 -2.9 1.7
O 7.91365 11.38579 4.35370 -1.8 1.4 -1.0
O 8.46769 9.46571 5.38227 -0.7 0.0 -0.4
C 13.02758 8.64704 5.45422 -5.9 -1.0 0.5
O 14.23402 8.52840 5.42457 2.0 -0.1 -0.1
O 12.12863 7.66834 5.44518 1.6 1.5 -0.2
H 13.60215 13.82415 5.62209 -1.2 -1.0 -0.2
H 13.94266 11.24948 6.17509 -0.6 0.6 -0.5
H 10.24249 13.29263 5.20845 -0.4 -0.2 -0.1
C 6.62657 6.93833 6.94760 0.3 -0.3 0.5
As 6.77306 6.12395 5.24840 2.0 1.4 -0.5
C 6.33367 4.22642 5.43869 -2.0 -0.9 -3.1
C 6.13160 7.35872 3.83646 0.8 -1.4 -0.4
S 9.05026 6.30107 4.75024 -0.7 -0.5 0.5
H 5.62961 7.10703 7.27390 -1.2 0.0 -0.1
H 7.10789 7.91096 6.96779 0.5 -0.2 0.0
H 7.01862 6.18077 7.62728 0.4 0.4 0.2
H 7.12038 3.56551 5.06064 0.2 0.5 0.1
H 5.39165 3.91214 4.77703 1.9 1.1 1.3
H 6.09307 3.93744 6.43282 -0.1 0.4 1.1
H 6.42114 8.41470 3.89766 0.2 -0.5 0.7
H 5.08733 7.21612 3.88403 -1.4 0.2 -0.4
H 6.53805 6.94023 2.90007 -0.4 0.2 0.3
```
Positions in Å, forces in eV/Å.

---

Question: Among the records above, which one has the highest total charge?
Answer: C10H12AsIrNO5S